A single C9H16O3S molecule in a non-equilibrium geometry, computed with wB97M-V/def2-TZVPD.

XYZ file:
```
29
Properties=species:S:1:pos:R:3
C 0.9590 0.9227 1.1233
C -2.2669 -0.1154 -1.6631
C -2.6018 0.2470 -0.2036
C -0.9724 -0.9015 -1.7582
C -1.4541 1.0601 0.3830
C 0.1294 -0.2216 -1.1325
C -0.1915 0.1310 0.3529
C 2.2094 1.0860 0.1802
C 2.0539 -1.8068 1.6816
O 0.5825 -0.2957 3.4437
O 3.2581 0.5225 0.3765
O 2.0642 2.0502 -0.7862
S 1.7528 -0.1784 2.5541
H 0.6518 1.8074 1.5852
H -3.1767 -0.6109 -2.2261
H -2.0234 0.9470 -2.0442
H -3.4772 0.9571 -0.0178
H -2.6788 -0.6435 0.4926
H -1.1563 -1.9912 -1.3286
H -0.8505 -1.1308 -2.8867
H -1.1738 1.9342 -0.2990
H -1.7526 1.2934 1.3865
H 1.0626 -0.8731 -1.1778
H 0.2774 0.6978 -1.8122
H -0.5225 -0.6782 0.9230
H 3.0912 -1.5297 1.1719
H 2.0571 -2.7471 2.3159
H 1.4043 -1.9640 0.8861
H 2.7447 2.0314 -1.5206
```

Results
Frontier orbital gap = 9.23 eV
Multiplicity = 1